(A)
DFT (ωB97M-V with the def2-TZVPD basis set) results for a cluster of 4 separate species, C3H14N2O3 in total.

The geometry in XYZ format:
```
22
C3H14N2O3 ωB97M-V with the def2-TZVPD basis set
C -1.8474 1.6354 0.0395
C -0.5219 0.9123 -0.2607
N 0.4747 0.4726 0.7332
C -0.3026 0.5052 -1.5734
N 0.9106 -0.1399 -1.9233
H -1.6402 2.6895 -0.1662
H -2.8356 1.1596 -0.3999
H -1.9935 1.6076 1.0966
H 0.3969 0.9731 1.5143
H 0.5474 -0.4887 0.7326
H -1.1011 0.7110 -2.2479
H 1.7832 0.0213 -1.2733
H 1.2840 0.0221 -2.9100
O 0.0360 -2.5219 0.0773
H -0.5251 -2.2852 -0.6716
H 0.6441 -3.1946 -0.1385
O 3.5887 0.9948 0.7089
H 3.5039 1.5320 -0.0631
H 2.6285 0.8103 0.9211
O -1.6518 -1.7609 2.3553
H -2.2397 -1.3089 1.6748
H -1.1393 -2.3466 1.7743
```

The value obtained for the highest occupied orbital energy is -7.6 eV. Its SMILES is C/C(N)=C/N.O.O.O. The value obtained for the HOMO-LUMO gap is 8.1 eV.

***

(B)
DFT (ωB97M-V with the def2-TZVPD basis set) results for a cluster of 3 separate species, C3H14N2O3 in total.

The geometry in XYZ format:
```
22
C3H14N2O3 ωB97M-V with the def2-TZVPD basis set
N -0.8459 -1.0732 -1.1804
C 0.5207 -1.1651 -1.7138
N 1.4414 -0.3506 -0.9576
C 1.6988 -0.8169 0.3958
C 0.8490 -0.1750 1.5132
O -0.4749 -0.6619 1.5980
H -1.2247 -0.1331 -1.2384
H -1.4789 -1.7493 -1.5871
H 0.5576 -0.9422 -2.7850
H 0.8471 -2.2070 -1.6584
H 1.0781 0.5925 -0.9654
H 2.7297 -0.6091 0.7133
H 1.6154 -1.9049 0.3852
H 0.8203 0.9107 1.3493
H 1.3744 -0.3804 2.4479
H -0.7213 -0.9728 0.6957
O -0.8268 2.0615 -1.1129
H -1.5709 2.2841 -0.5326
H -0.0724 2.4520 -0.6652
O -2.0616 1.6981 1.3997
H -1.8476 0.8532 1.8288
H -2.4075 2.2894 2.0700
```

The value obtained for the highest occupied orbital energy is -8.9 eV. Its SMILES is NCNCCO.O.O. The value obtained for the HOMO-LUMO gap is 9.6 eV.

***

(C)
DFT (ωB97M-V with the def2-TZVPD basis set) results for a cluster of 4 separate species, C3H14N2O3 in total.

The geometry in XYZ format:
```
22
C3H14N2O3 ωB97M-V with the def2-TZVPD basis set
C 0.4075 1.4679 -0.6947
N -2.3914 0.3143 -0.9505
C -2.1523 -0.9704 -0.3535
O -2.6615 -1.3612 1.0716
C 1.3427 0.5343 -1.4616
N 2.6426 0.5999 -0.8063
H 0.3980 1.1591 0.2488
H -0.6172 1.2865 -0.8311
H 0.5929 2.5399 -0.6839
H -1.0452 -0.8883 -0.0498
H -2.3499 -1.6391 -1.1484
H -2.8400 -0.4348 1.2075
H 1.5196 0.6679 -2.5366
H 0.8356 -0.4476 -1.4731
H 3.4017 -0.0673 -1.0690
H 2.6084 0.2924 0.2047
H 0.6474 -0.7713 1.8119
H -3.4695 0.3328 -1.0089
O 0.4156 -1.5958 1.2747
H 1.0289 -2.2325 1.7202
H 0.5858 0.7356 3.1424
O 1.1002 0.4776 2.3858
```

The value obtained for the highest occupied orbital energy is -8.7 eV. The value obtained for the HOMO-LUMO gap is 3.3 eV.

***

Of them, (C) has the lowest stability.

***

(A)
DFT (ωB97M-V with the def2-TZVPD basis set) results for a cluster of 2 separate species, C2H3Cl2PS in total.

The geometry in XYZ format:
```
9
C2H3Cl2PS ωB97M-V with the def2-TZVPD basis set
S 1.4713 2.6314 -2.0705
P 2.2145 0.8434 -2.9630
Cl 4.1724 1.0378 -2.5554
Cl 2.2124 1.3401 -4.9196
H 0.3737 2.0272 -1.6225
C -0.1653 -1.4935 0.8563
C -0.1050 -0.3097 1.0010
H -0.2007 -2.5370 0.7413
H -0.0798 0.7343 1.1232
```

The value obtained for the highest occupied orbital energy is -9.7 eV. Its SMILES is SP(Cl)Cl.C#C. The value obtained for the HOMO-LUMO gap is 10.2 eV.

***

(B)
DFT (ωB97M-V with the def2-TZVPD basis set) results for an isolated molecule of C2H3Cl2PS.

The geometry in XYZ format:
```
9
C2H3Cl2PS ωB97M-V with the def2-TZVPD basis set
C -0.5134 -0.8377 -0.0957
C -0.7927 0.5405 0.3218
P 1.9354 -0.4874 0.5695
S 3.2308 -0.2357 -0.8625
Cl 0.6762 1.5913 0.0949
Cl -2.0526 1.4237 -0.6687
H -1.0603 -1.5431 0.4091
H -0.4784 -1.0106 -1.1088
H -0.9450 0.5588 1.3405
```

The value obtained for the highest occupied orbital energy (alpha / beta) is -8.2 / -8.2 eV. The value obtained for the HOMO-LUMO gap (alpha / beta) is 7.2 / 7.2 eV.

***

Of them, (B) has the lowest stability.

***

(A)
DFT (ωB97M-V with the def2-TZVPD basis set) results for a cluster of 11 separate species, C5H33N2O10 in total.

The geometry in XYZ format:
```
50
C5H33N2O10 ωB97M-V with the def2-TZVPD basis set
C 0.3352 2.7073 -1.9757
C 1.4059 2.5025 -0.9286
C 0.9352 1.9242 0.4462
N 3.6692 -0.5882 1.5276
C 2.9627 0.3710 0.7738
C 1.7441 0.8255 1.0578
N -0.6099 1.5448 -2.2553
H 0.7057 3.0291 -2.9463
H -0.3205 3.5085 -1.6494
H 2.3808 2.0735 -1.1584
H 1.7129 3.5356 -0.7209
H -0.1405 1.7985 0.2945
H 0.9963 2.6921 1.2264
H 3.2279 -0.7892 2.4105
H 4.6588 -0.4164 1.5625
H 3.4011 0.5983 -0.1949
H 1.4525 0.6558 2.1004
H -0.1693 0.6394 -2.4328
H -1.3926 1.5786 -1.5888
H -0.9589 1.8171 -3.1742
H -0.0409 -1.5586 -0.0946
H 0.4031 -1.5991 -1.4517
O -0.3491 -1.2232 -0.9546
H -3.0588 2.2833 0.2225
H -3.1894 2.3144 -1.2243
O -2.6426 2.6971 -0.5416
H -1.8941 -0.2857 -0.4638
H -3.4686 -0.5798 -0.5734
O -2.7474 -0.0104 -0.8368
H -1.4102 1.3512 4.0601
H -2.5982 0.2870 4.1887
O -2.2201 1.0079 3.6752
H -2.4202 -4.4109 1.8547
H -2.1812 -3.5088 3.1247
O -1.8776 -3.7204 2.2371
H 3.3974 -1.9481 0.1611
H 3.8319 -3.2436 -0.4759
O 3.0476 -2.7016 -0.3243
H -0.6636 -0.3015 2.2133
H -1.8438 0.3636 1.7754
O -1.4134 -0.4963 1.6351
H -4.1085 -1.6725 2.9480
H -2.6157 -1.5029 2.4850
O -3.2193 -1.4828 3.2589
H 1.2433 -0.6995 -3.4918
H 0.3901 -0.8073 -4.8008
O 0.7686 -0.1967 -4.1667
H 2.3563 -2.8316 -1.9795
H 0.8908 -3.0406 -2.2828
O 1.6368 -2.4907 -2.5521
```

The value obtained for the highest occupied orbital energy is -11.6 eV. The value obtained for the HOMO-LUMO gap is 9.3 eV. Its charge is +1.

***

(B)
DFT (ωB97M-V with the def2-TZVPD basis set) results for a cluster of 11 separate species, C5H33N2O10 in total.

The geometry in XYZ format:
```
50
C5H33N2O10 ωB97M-V with the def2-TZVPD basis set
C -1.0788 -2.4170 2.0426
C -1.2578 -1.6324 0.7760
C 0.0852 -1.1229 0.2945
C 0.2826 -0.4650 -1.0604
C 0.2762 0.8740 -1.1515
N 0.5722 -1.3039 -2.0901
N -2.0380 -0.2978 1.0773
H -0.4267 -1.9876 2.8108
H -1.9594 -2.7396 2.5997
H -0.5819 -3.3552 1.7762
H -1.8689 -2.1376 0.0396
H 0.7511 -1.9889 0.3112
H 0.6437 -0.4884 0.9889
H -0.0735 1.5335 -0.3725
H 0.6967 1.4792 -1.9503
H 0.7496 -2.2897 -1.9828
H 1.0714 -0.8924 -2.8615
H -3.0420 -0.3417 0.9145
H -1.7930 0.3630 0.3321
H -1.6326 -0.0898 1.9860
H -2.1527 1.4817 -1.9434
H -3.5174 0.8126 -1.7566
O -2.7801 1.1936 -1.2660
H -2.0718 -1.2012 -2.1209
H -3.3274 -2.1158 -2.3621
O -2.9578 -1.4214 -1.8080
H 2.8550 1.7486 -0.9986
H 4.4115 1.8916 -1.3130
O 3.7332 1.3834 -0.8609
H 0.5140 3.7026 -0.2924
H 0.7648 5.2536 -0.3827
O 0.9141 4.4611 0.1366
H -0.1572 3.9445 2.9651
H 1.2453 3.9271 2.2515
O 0.6738 3.4760 2.8808
H -1.5419 2.9474 -0.8117
H -2.2819 3.9728 -1.6711
O -1.4426 3.5090 -1.5839
H -0.7026 1.7045 3.5016
H -1.9241 2.5118 3.1115
O -1.5979 1.6078 3.1456
H 3.0467 -2.5222 0.3555
H 2.3829 -3.2987 1.4595
O 2.8455 -3.4421 0.6226
H 4.1015 -1.6430 -1.2291
H 3.4164 -0.3985 -0.9603
O 3.1870 -1.3483 -1.0884
H 1.1855 -4.7050 -1.4543
H 1.1951 -3.9239 -0.1416
O 0.6074 -4.2095 -0.8657
```

The value obtained for the highest occupied orbital energy is -11.4 eV. The value obtained for the HOMO-LUMO gap is 9.0 eV. Its charge is +1.

***

Of them, (A) has the lowest stability.

***

(A)
DFT (ωB97M-V with the def2-TZVPD basis set) results for a cluster of 2 separate species, C3H11N2O2 in total.

The geometry in XYZ format:
```
18
C3H11N2O2 ωB97M-V with the def2-TZVPD basis set
C -2.2994 1.0010 2.0632
N -1.1214 0.8434 1.1566
C -0.5022 2.1300 0.7152
H -2.6932 0.0203 2.2876
H -1.9744 1.4902 2.9798
H -3.0444 1.6120 1.5647
H -1.3583 0.2674 0.3426
H -0.4106 0.2844 1.6318
H -1.2526 2.7030 0.1834
H 0.3270 1.8895 0.0563
H -0.1504 2.6633 1.5971
N 1.9994 -2.0258 -1.2199
C 1.0093 -1.1297 -1.0298
O 1.0591 0.0063 -1.7695
O 0.1203 -1.2705 -0.2163
H 2.6287 -1.9977 -2.0034
H 1.9288 -2.9074 -0.7407
H 1.8706 0.0533 -2.2916
```

The value obtained for the highest occupied orbital energy is -14.4 eV. The value obtained for the HOMO-LUMO gap is 11.5 eV. Its charge is +1.

***

(B)
DFT (ωB97M-V with the def2-TZVPD basis set) results for a cluster of 2 separate species, C3H11N2O2 in total.

The geometry in XYZ format:
```
18
C3H11N2O2 ωB97M-V with the def2-TZVPD basis set
O -0.6329 0.7048 2.2230
C -1.0778 0.7211 1.0396
N -2.3936 0.6220 0.6162
C 0.0925 0.6660 -0.0369
N 0.9840 -0.4940 0.3338
C 2.4569 0.0015 0.0332
H -3.0915 0.6336 1.4154
H -2.7640 0.8293 -0.2161
H -0.4071 0.5067 -1.0227
H 0.6328 1.5467 -0.0425
H 0.5784 -1.3349 -0.0755
H 0.9631 -0.5491 1.4481
H 2.8275 0.0377 -1.0756
H 3.2740 -0.7341 0.3649
H 2.5182 1.0222 0.5241
H -1.9556 -0.9834 -1.5390
H -0.8295 -1.7563 -2.4263
O -1.1752 -1.4398 -1.5637
```

The value obtained for the highest occupied orbital energy is -14.4 eV. The value obtained for the HOMO-LUMO gap is 11.4 eV. Its charge is +1.

***

Of them, (B) has the lowest stability.

***

(A)
DFT (ωB97M-V with the def2-TZVPD basis set) results for a cluster of 2 separate species, C6H10O2S2 in total.

The geometry in XYZ format:
```
20
C6H10O2S2 ωB97M-V with the def2-TZVPD basis set
C 3.2018 -1.3007 0.7211
C 2.7718 -0.7355 -0.2999
C 2.2332 -0.3890 -1.7266
C 2.4984 1.1081 -2.2442
O 3.4540 1.6905 -1.6031
S 2.0099 1.7076 -3.5989
H 3.6099 -1.3868 1.7098
H 1.1376 -0.5598 -1.7181
H 2.8672 -0.9873 -2.6018
H 3.6543 1.3405 -0.6438
O -3.7627 0.6798 4.1665
C -3.1297 -0.4578 3.4963
C -3.6461 -0.5042 2.0156
S -2.8895 -1.8073 0.8217
H -3.0936 1.5469 4.0118
H -3.3753 -1.3065 4.0882
H -2.0368 -0.5062 3.4928
H -3.4693 0.4271 1.4288
H -4.7342 -0.9525 1.9614
H -1.5913 -1.3095 0.4254
```

The value obtained for the highest occupied orbital energy is -9.0 eV. Its SMILES is C#CCC(O)=S.OCCS. The value obtained for the HOMO-LUMO gap is 9.1 eV.

***

(B)
DFT (ωB97M-V with the def2-TZVPD basis set) results for a cluster of 3 separate species, C6H10O2S2 in total.

The geometry in XYZ format:
```
20
C6H10O2S2 ωB97M-V with the def2-TZVPD basis set
C -1.2062 0.2572 0.2406
C -2.4116 0.7096 -0.0446
C 3.1516 -2.4797 0.7491
C 4.1150 -2.1842 -0.1043
C -3.0154 1.7373 0.8587
C -3.1218 0.1289 -1.2422
O 2.4524 2.2241 1.0937
O 2.1177 2.1230 -1.3537
S 0.2974 -0.2274 0.5967
S 2.5819 1.4800 -0.1518
H 3.2064 -3.4264 1.0915
H 2.2112 -1.8881 0.9837
H 4.3160 -1.3839 -0.7260
H 4.7523 -3.0143 -0.4267
H -4.0056 1.4112 1.3296
H -2.2257 2.0896 1.4581
H -3.3411 2.4748 0.1386
H -4.0191 0.6097 -1.3464
H -2.5695 0.2051 -2.0680
H -3.2859 -0.8466 -1.0766
```

The value obtained for the highest occupied orbital energy is -8.5 eV. The value obtained for the HOMO-LUMO gap is 7.9 eV.

***

Of them, (A) has the lowest stability.